A single C7H7ClN2S2 molecule. Source: OMol25; level of theory: ωB97M-V/def2-TZVPD.

SMILES = ClC[C@]1(c2nccs2)CSC=N1
relative energy (zero: lowest compared OMol25 entry of this formula, charge and spin) = 0.0 kcal/mol
frontier orbital gap = 9.7 eV

The geometry in ORCA input format:
```
! wB97M-V def2-TZVPD RIJCOSX def2/J DEFGRID3
* xyz 0 1
Cl -0.51908 -3.04210 0.20565
S 3.09769 0.39570 0.10111
S -2.08651 -0.47313 0.75820
N 1.13292 -0.73127 1.29835
N -0.88492 1.53724 -0.15452
C -0.67876 0.31599 0.16248
C -2.13441 1.97744 0.15550
C 0.60276 -0.45072 -0.07378
C 0.29273 -1.71939 -0.78431
C 1.61284 0.45346 -0.89338
C -2.92200 1.00168 0.65299
C 2.33394 -0.39537 1.47052
H 0.99183 -2.28106 -1.30627
H 2.00429 0.06053 -1.82345
H -0.47600 -1.57135 -1.62377
H 1.03201 1.40675 -1.02424
H -3.99019 0.93336 0.67805
H 2.94427 -0.39400 2.36345
H -2.35343 2.97627 -0.16257
*
```

=====

A gas-phase ion, C3H5BF5N3O3PS (charge -1). Source: OMol25; level of theory: ωB97M-V/def2-TZVPD.

frontier orbital gap = 7.5 eV

The geometry in ORCA input format:
```
! wB97M-V def2-TZVPD RIJCOSX def2/J DEFGRID3
* xyz -1 1
S -0.53437 -0.93255 -0.62372
P 2.44864 -1.12006 -0.06265
F -1.73168 2.26389 0.45410
F -3.87159 1.27032 0.77327
F -3.16191 -1.28291 -0.09567
F -2.09104 0.41526 2.09980
F -2.78648 0.36733 -1.76755
O -0.60730 2.24938 -2.54945
O -0.33525 -1.52558 -2.07343
O -0.55306 -2.20679 0.30993
N 0.83447 0.58758 1.39666
N 2.67341 -1.85067 1.36471
N 1.32725 1.23754 -0.97038
C 0.34144 1.60856 -1.84832
C -2.22262 -0.15712 -0.46692
C -2.39273 0.95830 0.72209
B 0.91774 0.09808 -0.06603
H 2.13952 -2.14536 -1.04982
H 3.63641 -1.62356 1.70167
H 0.52500 1.58129 1.44556
H 3.63638 -0.39180 -0.52141
H 1.80778 0.59886 1.82753
*
```

=====

A single C5H13N molecule. Source: OMol25; level of theory: ωB97M-V/def2-TZVPD.

SMILES = CCCNCC
relative energy (zero: lowest compared OMol25 entry of this formula, charge and spin) = 41.6 kcal/mol
frontier orbital gap = 10.3 eV

The geometry in ORCA input format:
```
! wB97M-V def2-TZVPD RIJCOSX def2/J DEFGRID3
* xyz 0 1
N -0.11015 1.02809 -0.57537
C -0.62386 -1.33005 -0.98016
C 1.04664 1.78066 0.03503
C 0.06954 -0.36820 -0.06067
C 0.77691 2.07317 1.50089
C -1.32293 -2.54814 -0.32853
H -1.86825 -2.26610 0.54883
H -0.55983 -3.30254 0.06986
H -0.24430 -0.30628 0.95456
H 1.63350 2.38356 1.97331
H 1.01729 -0.82062 -0.03043
H -2.13637 -2.90093 -0.98032
H -0.11183 2.77612 1.63412
H 1.16722 2.74234 -0.45610
H 0.02094 1.22739 -1.62126
H 1.98253 1.22055 -0.25522
H 0.43314 1.02199 1.85770
H 0.17317 -1.67365 -1.69591
H -1.34335 -0.73735 -1.59033
*
```